(1)
Below is a structure of composition C6H9HfNS at a distorted geometry, with properties calculated with the ωB97M-V functional and the def2-TZVPD basis.

Computed properties:
E_HOMO (spin up / spin down) in eV: -17.58 / -17.58
Total charge: +2
Orbital gap (spin up / spin down) in eV: 6.802 / 6.801
Spin multiplicity: 1
E_LUMO (spin up / spin down) in eV: -10.78 / -10.78

Atoms and positions in Å:
1 Hf -0.302 1.032 -1.332
2 C -0.904 1.752 -3.395
3 H -1.891 1.733 -3.892
4 H -0.569 2.793 -3.385
5 H -0.152 1.274 -4.045
6 H 1.482 1.196 -1.298
7 H 1.276 1.146 -0.489
8 S -0.093 -1.341 -1.528
9 C 0.059 -1.157 0.217
10 C 0.304 -2.160 1.134
11 C 0.339 -1.844 2.488
12 C 0.154 -0.511 2.896
13 C -0.123 0.473 1.950
14 N -0.315 0.136 0.626
15 H 0.329 -3.165 0.715
16 H 0.494 -2.642 3.212
17 H 0.186 -0.250 3.956
18 H -0.271 1.534 2.170

Table of natural (NBO) atomic charges, one value per atom, all in e: Hf 2.09; C -1.25; H 0.31; H 0.27; H 0.28; H 0.04; H 0.12; S 0.08; C 0.05; C -0.24; C -0.02; C -0.21; C 0.09; N -0.70; H 0.28; H 0.28; H 0.29; H 0.24

***

(2)
Below is the molecule C4H9NO, with properties calculated with the ωB97M-V functional and the def2-TZVPD basis.

Computed properties:
E_HOMO in eV: -7.94
Orbital gap in eV: 8.881
Spin multiplicity: 1
E_LUMO in eV: 0.94

Atoms and positions in Å:
1 C 2.260 0.505 0.092
2 C 1.200 -0.323 0.036
3 O 1.079 -1.374 0.895
4 N 0.188 -0.275 -0.896
5 C -1.200 -0.557 -0.568
6 C -1.913 0.609 0.107
7 H 2.293 1.427 -0.471
8 H 3.161 0.186 0.606
9 H 1.743 -1.200 1.568
10 H 0.322 0.481 -1.552
11 H -1.219 -1.443 0.072
12 H -1.704 -0.824 -1.504
13 H -2.959 0.357 0.313
14 H -1.894 1.498 -0.534
15 H -1.423 0.861 1.053

Table of natural (NBO) atomic charges, one value per atom, all in e: C -0.67; C 0.50; O -0.68; N -0.61; C -0.22; C -0.62; H 0.21; H 0.20; H 0.49; H 0.38; H 0.21; H 0.19; H 0.21; H 0.20; H 0.21

***

(3)
Below is a cluster of 2 separate species, CH2N2O4 in total at a distorted geometry, with properties calculated with the ωB97M-V functional and the def2-TZVPD basis.

Computed properties:
E_HOMO (spin up / spin down) in eV: -8.98 / -9.76
Orbital gap (spin up / spin down) in eV: 7.944 / 8.311
Spin multiplicity: 1
E_LUMO (spin up / spin down) in eV: -1.04 / -1.45

Atoms and positions in Å:
1 C -0.959 -0.668 0.235
2 N 0.698 0.002 -1.279
3 N -0.820 0.430 0.991
4 O -1.556 -1.560 -0.171
5 O -1.613 1.319 0.683
6 O 0.022 0.502 1.893
7 O 1.662 -0.033 -0.360
8 H 0.736 -0.917 -1.816
9 H 1.830 0.926 -0.177

Table of natural (NBO) atomic charges, one value per atom, all in e: C 0.77; N -0.29; N 0.33; O -0.38; O -0.36; O -0.39; O -0.49; H 0.31; H 0.49

***

(4)
Below is a structure of composition C2I3N at a distorted geometry, with properties calculated with the ωB97M-V functional and the def2-TZVPD basis.

Computed properties:
E_HOMO in eV: -10.01
Orbital gap in eV: 7.797
Spin multiplicity: 1
E_LUMO in eV: -2.22

Atoms and positions in Å:
1 C -1.505 -0.066 0.277
2 C 0.603 -0.045 -0.274
3 N -2.491 0.236 0.682
4 I 1.199 1.243 1.409
5 I 1.121 0.722 -2.118
6 I 1.073 -2.091 0.025

Table of natural (NBO) atomic charges, one value per atom, all in e: C 0.22; C -0.80; N -0.43; I 0.30; I 0.39; I 0.33